1.
Formula: C6H17N6O3
Source: the Open Molecules 2025 dataset
Level of theory: ωB97M-V with the def2-TZVPD basis set

Its energy is -21568.3573 eV. The highest occupied orbital energy is -0.4007 Ha. The strongest force on any atom is 0.0876 hartree/bohr. As for the charge: +1. The value obtained for the frontier orbital gap is 7.9 eV. Its energy above the lowest of the compared OMol25 structures with the same formula, charge and spin is 31.6 kcal/mol.

Atoms and positions in Å:
C -0.161 -1.960 -0.378
C -0.872 -0.875 -1.045
C -1.204 2.383 1.010
C -2.421 3.143 1.201
C 0.139 2.710 1.654
C 3.054 -2.075 -1.720
N 1.025 -2.362 -0.696
N -1.286 1.301 0.231
N 1.690 -1.749 -1.597
N 1.684 -3.394 -0.033
N -0.416 0.460 -0.302
N -2.303 -0.873 -1.006
O -3.478 2.440 0.570
O 0.973 1.529 1.803
O 3.306 -3.416 -2.195
H -0.624 -2.265 0.561
H -2.275 4.094 0.750
H -2.727 3.087 2.253
H 0.107 3.369 2.638
H 0.784 3.391 1.027
H 3.622 -1.973 -0.782
H 3.423 -1.425 -2.563
H 2.471 -3.780 -0.557
H 1.164 -4.076 0.469
H -0.689 -0.877 -2.179
H 0.456 0.478 0.303
H -2.251 1.044 -0.068
H -2.655 -1.662 -0.612
H -2.560 -1.069 -1.962
H -4.344 2.778 0.699
H 0.822 0.942 2.603
H 2.796 -3.625 -3.040

Partial atomic charges computed with the Löwdin method, in multiples of e: -0.1019, -0.3055, -0.1316, -0.1690, -0.1343, -0.2921, -0.2280, 0.0715, 0.0306, 0.1607, 0.0829, 0.0808, -0.0366, -0.1014, -0.1135, 0.1335, 0.1385, 0.1543, 0.1725, 0.1482, 0.1276, 0.1329, 0.0862, 0.1076, 0.1657, 0.1431, 0.1528, 0.0474, 0.1000, 0.0971, 0.1447, 0.1351


2.
Formula: C6H18BrN4P
Source: the Open Molecules 2025 dataset
Level of theory: ωB97M-V with the def2-TZVPD basis set

Its energy is -91801.1081 eV. The highest occupied orbital energy (spin up / spin down) is -0.2070 / -0.3002 Ha. As for the spin multiplicity: 3. The strongest force on any atom is 0.1059 hartree/bohr. As for the charge: 0. The value obtained for the frontier orbital gap (spin up / spin down) is 6.4 / 5.7 eV.

Atoms and positions in Å:
C -1.760 2.118 0.687
C -2.819 -0.025 0.734
C 0.611 1.275 -1.426
C 2.384 0.985 0.197
C -0.541 -1.855 -0.899
C 0.500 -2.526 1.164
N 3.524 0.683 -0.703
N -1.611 0.704 0.375
N 1.034 0.624 -0.203
N -0.373 -1.567 0.511
P -0.156 0.045 1.029
Br 3.720 -1.160 -1.049
H -0.814 2.634 0.528
H -2.516 2.549 0.027
H -2.074 2.286 1.724
H -3.606 0.225 0.019
H -2.625 -1.092 0.699
H -3.175 0.236 1.739
H -0.466 1.178 -1.532
H 0.872 2.343 -1.429
H 1.077 0.801 -2.296
H 2.591 0.490 1.152
H 3.355 1.118 -1.610
H 2.481 2.079 0.330
H 0.416 -1.849 -1.435
H -0.987 -2.847 -1.009
H -1.201 -1.116 -1.346
H 0.025 -3.511 1.164
H 1.471 -2.614 0.664
H 0.665 -2.214 2.195

Partial atomic charges computed with the Löwdin method, in multiples of e: -0.1642, -0.1479, -0.1623, -0.4029, -0.1371, -0.1671, -0.4081, -0.4411, -0.3290, -0.4400, 0.9842, 0.5292, 0.0628, 0.0869, 0.0774, 0.0856, 0.0602, 0.0784, 0.0592, 0.0817, 0.0722, 0.0874, 0.0243, 0.1059, 0.0677, 0.0850, 0.0669, 0.0797, 0.0466, 0.0584


3.
Formula: C14H27FO8
Source: the Open Molecules 2025 dataset
Level of theory: ωB97M-V with the def2-TZVPD basis set

Its energy is -34048.9699 eV. The highest occupied orbital energy is -0.3553 Ha. The strongest force on any atom is 0.0156 hartree/bohr. Its SMILES is C#C[C@@H]1OC(=O)O[C@@]1(OCCOCC)[C@@H](C)F.CO.CO.CO. As for the charge: 0. The value obtained for the frontier orbital gap is 10.3 eV.

Atoms and positions in Å:
C 1.698 2.940 2.831
C 0.638 3.324 2.426
C -0.706 3.735 1.961
O -1.519 3.898 3.128
C -1.778 2.616 3.538
O -2.091 2.313 4.637
O -1.650 1.758 2.493
C -1.383 2.512 1.290
O -0.503 1.785 0.522
C -0.339 2.160 -0.846
C 1.087 1.902 -1.280
O 1.363 0.530 -1.421
C 1.695 -0.140 -0.197
C 0.724 -1.294 0.065
C -2.753 2.724 0.621
C -3.591 1.454 0.622
F -3.452 3.719 1.291
H 2.625 2.715 3.308
H -0.588 4.634 1.362
H -0.993 1.538 -1.466
H -0.598 3.205 -1.040
H 1.198 2.345 -2.274
H 1.811 2.396 -0.622
H 2.723 -0.505 -0.271
H 1.656 0.570 0.630
H 1.203 -2.270 0.017
H 0.225 -1.195 1.030
H -0.063 -1.261 -0.686
H -2.653 3.067 -0.409
H -4.035 1.331 1.607
H -4.397 1.570 -0.101
H -2.991 0.580 0.375
C -0.579 -4.116 -1.894
O -1.526 -3.266 -1.258
H 0.088 -3.483 -2.476
H 0.011 -4.669 -1.158
H -1.076 -4.822 -2.565
H -2.120 -3.818 -0.742
C -1.425 -5.493 -5.651
O -2.035 -6.573 -4.954
H -1.954 -4.585 -5.372
H -0.374 -5.389 -5.368
H -1.496 -5.624 -6.733
H -1.573 -7.381 -5.193
C 5.269 0.394 3.369
O 4.723 1.678 3.084
H 4.602 -0.343 2.930
H 6.262 0.279 2.928
H 5.330 0.216 4.446
H 5.307 2.340 3.465

Partial atomic charges computed with the Löwdin method, in multiples of e: 0.1760, -0.0286, -0.1723, 0.0908, -0.5352, 0.1939, 0.1307, -0.3919, -0.0286, -0.1432, -0.1969, -0.1392, -0.2401, -0.0593, -0.2743, 0.0078, 0.0242, 0.0230, 0.1703, 0.1405, 0.1328, 0.1298, 0.1314, 0.1131, 0.0983, 0.0656, 0.0753, 0.0623, 0.1418, 0.0950, 0.0882, 0.0961, -0.1572, -0.1329, 0.0785, 0.0776, 0.0657, 0.0766, -0.1701, -0.1299, 0.0772, 0.0736, 0.0744, 0.0716, -0.1474, -0.1431, 0.0768, 0.0764, 0.0777, 0.0773


Look up the strongest force on any atom of the third one. 0.0156 hartree/bohr